# C13H21CuN2O10

A structure of composition C13H21CuN2O10 at a distorted geometry (ωB97M-V/def2-TZVPD, the OMol25 dataset).

Atoms and positions in Å:
1 Cu -0.287 -0.371 0.163
2 N 0.704 -2.565 -2.387
3 O 0.373 -1.901 -1.439
4 O 1.606 -2.207 -3.101
5 O 0.106 -3.610 -2.626
6 C 1.832 3.014 -2.255
7 C 1.614 3.518 -3.587
8 C 0.345 2.937 -4.338
9 O 0.161 3.411 -5.499
10 C -0.457 1.982 -3.633
11 C -0.177 1.568 -2.336
12 C 1.001 2.168 -1.624
13 O 1.405 1.727 -0.501
14 O -1.079 0.876 -1.731
15 O 2.291 4.304 -4.266
16 H 2.708 3.358 -1.724
17 H -1.283 1.508 -4.143
18 C 3.006 -1.106 -0.023
19 O 1.792 -0.854 0.688
20 C 2.068 -1.259 2.031
21 C 0.866 -1.051 2.930
22 N -0.356 -1.433 2.215
23 C -1.565 -0.927 2.943
24 C -1.760 0.603 2.723
25 O -1.404 1.046 1.400
26 C -1.458 2.462 1.358
27 H 2.757 -0.880 -1.060
28 H 3.149 -2.187 -0.025
29 H 3.894 -0.559 0.295
30 H 2.864 -0.709 2.534
31 H 2.410 -2.293 2.062
32 H 0.755 0.004 3.177
33 H 0.916 -1.622 3.858
34 H -0.434 -2.432 2.342
35 H -1.439 -1.125 4.008
36 H -2.478 -1.451 2.659
37 H -1.194 1.058 3.536
38 H -2.809 0.808 2.938
39 H -0.596 2.915 1.847
40 H -2.323 3.012 1.728
41 H -1.420 2.723 0.300
42 C -2.520 -2.725 -0.263
43 O -2.501 -1.318 0.012
44 H -2.568 -2.790 -1.350
45 H -1.720 -3.318 0.180
46 H -3.385 -3.254 0.137
47 H -3.409 -1.053 -0.154

Its calculated total energy is -81909.8883 eV. The value obtained for the energy above the lowest of the compared OMol25 structures with the same formula, charge and spin is 2.576 eV. As for the charge: -1. The HOMO-LUMO gap (alpha / beta) is 6.857 / 4.908 eV. The calculation puts the HOMO energy (alpha / beta) at -4.58 / -4.39 eV. The LUMO energy (alpha / beta) is 2.3 / 0.5 eV. As for the spin multiplicity: 2.

=====

# C13H21CuN2O10

A structure of composition C13H21CuN2O10 at a distorted geometry (ωB97M-V/def2-TZVPD, the OMol25 dataset).

Atoms and positions in Å:
1 Cu 0.152 0.290 -0.419
2 N -1.031 2.191 -2.966
3 O -1.697 2.011 -3.993
4 O -0.803 3.345 -2.543
5 O -0.575 1.199 -2.335
6 C -1.722 -3.454 0.915
7 C -1.715 -4.799 0.429
8 C -0.884 -5.079 -0.861
9 O -0.884 -6.227 -1.287
10 C -0.341 -3.933 -1.527
11 C -0.403 -2.658 -0.998
12 C -1.141 -2.386 0.295
13 O -1.158 -1.215 0.800
14 O 0.163 -1.704 -1.639
15 O -2.366 -5.727 0.890
16 H -2.306 -3.250 1.806
17 H 0.197 -4.053 -2.458
18 C -3.098 1.520 -0.643
19 O -1.922 1.490 0.116
20 C -1.839 2.514 1.057
21 C -0.494 2.372 1.776
22 N 0.592 2.174 0.794
23 C 1.825 1.757 1.535
24 C 1.833 0.316 1.972
25 O 1.732 -0.587 0.884
26 C 1.910 -1.913 1.332
27 H -3.165 0.649 -1.296
28 H -3.151 2.372 -1.329
29 H -4.007 1.491 -0.034
30 H -2.594 2.471 1.854
31 H -2.024 3.491 0.596
32 H -0.637 1.558 2.484
33 H -0.316 3.301 2.328
34 H 0.778 3.118 0.474
35 H 1.935 2.444 2.380
36 H 2.646 1.944 0.840
37 H 1.076 0.214 2.757
38 H 2.770 0.097 2.495
39 H 1.265 -2.165 2.175
40 H 2.966 -2.050 1.605
41 H 1.788 -2.706 0.594
42 C 2.790 1.933 -1.898
43 O 2.137 0.771 -1.442
44 H 2.068 2.747 -1.966
45 H 3.565 2.241 -1.180
46 H 3.284 1.812 -2.865
47 H 2.798 0.073 -1.505

Its calculated total energy is -81911.5211 eV. The value obtained for the energy above the lowest of the compared OMol25 structures with the same formula, charge and spin is 0.944 eV. As for the charge: -1. The HOMO-LUMO gap (alpha / beta) is 6.026 / 4.876 eV. The calculation puts the HOMO energy (alpha / beta) at -4.05 / -4.03 eV. The LUMO energy (alpha / beta) is 2.0 / 0.8 eV. As for the spin multiplicity: 2.

=====

# C13H21N5O4

The molecule C13H21N5O4 at a distorted geometry (ωB97M-V/def2-TZVPD, the OMol25 dataset).

Atoms and positions in Å:
1 C -4.500 2.471 0.467
2 N -3.114 2.277 0.015
3 C -2.134 3.029 0.546
4 O -2.264 3.904 1.390
5 C -0.667 2.558 0.215
6 N -0.412 1.112 0.015
7 C -0.695 0.301 -1.041
8 O -1.209 0.802 -1.997
9 C 0.054 -1.099 -1.163
10 C 1.437 -0.889 -1.559
11 C 2.251 -2.252 -1.695
12 C 3.351 -2.524 -0.862
13 N 3.780 -3.713 -1.434
14 C 2.973 -4.163 -2.364
15 N 2.043 -3.278 -2.721
16 N -0.039 -1.907 0.159
17 C -1.104 -2.353 0.659
18 C -0.819 -3.253 1.803
19 O -2.229 -1.863 0.563
20 C 0.322 3.026 1.278
21 C 1.729 2.450 1.143
22 O 0.667 4.304 1.006
23 H -5.022 1.659 0.933
24 H -4.525 3.242 1.139
25 H -5.215 2.628 -0.366
26 H -2.946 1.536 -0.620
27 H -0.450 3.150 -0.723
28 H 0.061 0.639 0.832
29 H -0.478 -1.815 -1.847
30 H 1.445 -0.401 -2.484
31 H 1.866 -0.151 -0.889
32 H 3.643 -1.952 0.040
33 H 4.404 -4.331 -0.964
34 H 3.146 -5.020 -2.941
35 H 0.819 -2.211 0.505
36 H -1.713 -3.454 2.274
37 H -0.125 -2.722 2.486
38 H -0.509 -4.123 1.464
39 H -0.041 2.812 2.296
40 H 1.944 2.018 0.128
41 H 1.769 1.584 1.796
42 H 2.571 3.019 1.550
43 H -0.066 4.955 0.969

Its calculated total energy is -29460.5352 eV. The value obtained for the energy above the lowest of the compared OMol25 structures with the same formula, charge and spin is 3.665 eV. The HOMO-LUMO gap is 9.485 eV. The calculation puts the HOMO energy at -9.26 eV. The LUMO energy is 0.2 eV. As for the spin multiplicity: 1. The SMILES is CNC(=O)[C@H](NC(=O)[C@@H](Cc1c[nH]cn1)NC(C)=O)[C@@H](C)O.

=====

# C13H21NO

A cluster of 2 separate species, C13H21NO in total at a distorted geometry (ωB97M-V/def2-TZVPD, the OMol25 dataset).

Atoms and positions in Å:
1 C -5.046 0.767 -0.270
2 C -4.599 -0.309 -1.341
3 N -3.213 -0.039 -1.703
4 C -2.991 1.055 -2.591
5 C -2.333 -1.081 -1.405
6 C -0.914 -0.826 -1.833
7 O -2.613 -2.197 -1.048
8 H -4.514 0.974 0.765
9 H -6.088 0.831 -0.034
10 H -4.637 1.679 -0.941
11 H -4.828 -1.327 -0.987
12 H -5.368 -0.360 -2.130
13 H -2.091 1.648 -2.326
14 H -2.938 0.902 -3.656
15 H -3.847 1.731 -2.598
16 H -0.573 -1.595 -2.436
17 H -0.668 0.052 -2.352
18 H -0.291 -0.905 -0.877
19 C 4.065 -2.265 1.475
20 C 4.216 -1.135 0.435
21 C 3.411 0.042 1.004
22 C 2.101 -0.276 1.328
23 C 1.333 0.685 1.988
24 C 1.866 1.882 2.521
25 C 3.234 2.112 2.329
26 C 3.959 1.198 1.589
27 H 4.636 -2.082 2.414
28 H 4.419 -3.117 0.916
29 H 3.076 -2.385 2.052
30 H 5.287 -0.950 0.416
31 H 3.945 -1.213 -0.654
32 H 1.823 -1.220 0.893
33 H 0.251 0.548 2.067
34 H 1.241 2.709 2.883
35 H 3.698 3.088 2.647
36 H 4.990 1.381 1.460

Its calculated total energy is -17356.7934 eV. The value obtained for the energy above the lowest of the compared OMol25 structures with the same formula, charge and spin is 2.712 eV. The HOMO-LUMO gap is 9.735 eV. The calculation puts the HOMO energy at -8.96 eV. The LUMO energy is 0.8 eV. As for the spin multiplicity: 1. The SMILES is CCN(C)C(C)=O.CCc1ccccc1.

=====

# C13H21ReS4Sb2

A structure of composition C13H21ReS4Sb2 (ωB97M-V/def2-TZVPD, the OMol25 dataset).

Atoms and positions in Å:
1 Re -1.694 -0.133 0.684
2 S -5.498 2.548 1.077
3 Sb -5.436 0.465 0.511
4 S -1.952 0.690 -1.175
5 S -3.405 -0.588 1.932
6 S -6.149 -1.251 -0.581
7 C 1.804 -2.508 0.289
8 C 0.516 -2.096 -0.458
9 C -0.177 -3.391 -0.940
10 C -0.434 -1.519 0.551
11 C 0.789 -1.104 -1.581
12 C 1.665 -0.038 -1.373
13 C 1.881 0.914 -2.358
14 C 1.214 0.825 -3.573
15 C 0.352 -0.236 -3.798
16 C 0.145 -1.197 -2.811
17 H 1.582 -3.253 1.053
18 H 2.308 -1.669 0.766
19 H 2.495 -2.952 -0.428
20 H -0.284 -4.092 -0.113
21 H 0.452 -3.854 -1.700
22 H -1.163 -3.208 -1.364
23 H -0.539 -2.143 1.461
24 H 2.227 0.035 -0.450
25 H 2.597 1.709 -2.192
26 H 1.391 1.559 -4.348
27 H -0.151 -0.334 -4.750
28 H -0.522 -2.020 -3.026
29 C 0.497 3.162 0.475
30 Sb 0.010 1.642 1.848
31 C 1.815 0.881 2.623
32 C -0.987 2.540 3.475
33 H 1.186 3.856 0.953
34 H -0.416 3.680 0.187
35 H 0.960 2.706 -0.397
36 H 2.265 1.668 3.228
37 H 2.487 0.619 1.811
38 H 1.616 0.011 3.245
39 H -0.329 3.293 3.906
40 H -1.217 1.781 4.220
41 H -1.904 3.006 3.122

Its calculated total energy is -72350.7531 eV. As for the charge: +2. The HOMO-LUMO gap is 6.250 eV. The calculation puts the HOMO energy at -14.86 eV. The LUMO energy is -8.6 eV. As for the spin multiplicity: 1.

=====

# C13H22AlBrNO2

A structure of composition C13H22AlBrNO2 at a distorted geometry (ωB97M-V/def2-TZVPD, the OMol25 dataset).

Atoms and positions in Å:
1 C 2.333 -0.913 4.190
2 Al 2.559 -1.414 2.240
3 C 3.738 -3.082 1.966
4 C 5.009 -2.813 1.292
5 O 5.133 -2.572 0.117
6 Br 6.659 -2.868 2.439
7 C 0.698 -1.878 1.522
8 C 0.018 -1.105 0.621
9 C -1.217 -1.466 0.166
10 C -1.790 -2.619 0.591
11 C -1.139 -3.397 1.494
12 C 0.090 -3.026 1.964
13 H 2.750 -1.696 4.829
14 H 2.751 0.063 4.425
15 H 1.265 -0.870 4.416
16 H 3.124 -0.172 1.383
17 H 3.188 -3.797 1.361
18 H 3.915 -3.532 2.944
19 H 0.457 -0.185 0.258
20 H -1.753 -0.839 -0.535
21 H -2.758 -2.916 0.217
22 H -1.571 -4.324 1.849
23 H 0.570 -3.662 2.698
24 C -1.718 4.225 -3.408
25 C -2.309 3.882 -2.044
26 C -1.661 2.659 -1.377
27 O -2.069 1.414 -1.906
28 C -1.392 1.010 -3.081
29 N -3.761 3.726 -2.182
30 H -2.061 3.546 -4.187
31 H -2.016 5.231 -3.704
32 H -0.627 4.194 -3.382
33 H -2.124 4.737 -1.386
34 H -1.969 2.642 -0.329
35 H -0.566 2.736 -1.381
36 H -0.347 1.334 -3.078
37 H -1.896 1.386 -3.976
38 H -1.418 -0.079 -3.119
39 H -4.168 3.600 -1.260
40 H -3.927 2.838 -2.648

Its calculated total energy is -96064.0311 eV. As for the charge: -1. The HOMO-LUMO gap is 8.007 eV. The calculation puts the HOMO energy at -5.33 eV. The LUMO energy is 2.7 eV. As for the spin multiplicity: 1.

=====

Question: The highest calculated total energy belongs to which entry?
Answer: C13H21NO